{
  "formula": "C26H26N6OPtSSb",
  "method": "the ωB97M-V functional and the def2-TZVPD basis",
  "e_above_lowest_kj_mol": 67.49,
  "homo_lumo_gap_ev": [6.865, 5.739],
  "charge": 2,
  "spin_multiplicity": 6,
  "symbols": ["Pt", "C", "C", "C", "C", "C", "C", "N", "Sb", "C", "C", "C", "C", "C", "C", "N", "C", "C", "C", "C", "C", "C", "N", "H", "H", "H", "H", "H", "H", "H", "H", "H", "H", "H", "H", "H", "H", "H", "H", "H", "H", "O", "N", "C", "C", "C", "C", "C", "S", "H", "H", "H", "H", "N", "C", "C", "C", "N", "H", "H", "H", "H"],
  "positions_angstrom": [[0.116, -0.165, -0.343], [1.225, -3.221, 0.800], [1.915, -2.070, 1.448], [2.776, -2.268, 2.525], [3.364, -1.176, 3.137], [3.129, 0.098, 2.635], [2.289, 0.224, 1.542], [1.705, -0.834, 1.005], [2.188, 2.205, 0.508], [0.199, 2.771, 1.898], [0.001, 3.989, 2.516], [-1.327, 4.333, 2.744], [-2.333, 3.452, 2.388], [-2.017, 2.242, 1.773], [-3.067, 1.244, 1.419], [-0.738, 1.964, 1.498], [2.921, 1.066, -1.314], [3.879, 1.599, -2.159], [4.085, 0.960, -3.371], [3.372, -0.191, -3.661], [2.426, -0.667, -2.754], [1.666, -1.919, -3.014], [2.194, 0.008, -1.629], [1.946, -3.982, 0.510], [0.674, -2.900, -0.083], [0.527, -3.679, 1.500], [2.957, -3.274, 2.872], [4.011, -1.310, 3.992], [3.572, 0.978, 3.078], [0.819, 4.624, 2.815], [-1.563, 5.291, 3.185], [-3.366, 3.693, 2.580], [-3.997, 1.730, 1.137], [-3.270, 0.625, 2.292], [-2.724, 0.592, 0.618], [4.448, 2.469, -1.866], [4.803, 1.349, -4.076], [3.534, -0.727, -4.583], [2.308, -2.663, -3.482], [0.826, -1.741, -3.682], [1.279, -2.308, -2.075], [-1.141, -1.167, 1.382], [-2.104, -1.988, 1.101], [-2.842, -2.501, 2.108], [-3.888, -3.360, 1.871], [-4.194, -3.729, 0.561], [-3.438, -3.201, -0.461], [-2.393, -2.317, -0.186], [-1.475, -1.651, -1.492], [-2.551, -2.190, 3.101], [-4.456, -3.739, 2.706], [-4.999, -4.416, 0.358], [-3.633, -3.436, -1.494], [-1.480, 2.335, -1.515], [-1.814, 3.018, -2.619], [-0.963, 2.606, -3.624], [-0.136, 1.655, -3.030], [-0.456, 1.503, -1.748], [-1.889, 2.407, -0.593], [-2.616, 3.729, -2.631], [-0.944, 2.936, -4.641], [0.660, 1.097, -3.483]],
  "atomic_forces_ev_per_a": [[-0.35, -1.00, -0.59], [-0.12, 0.01, -0.11], [0.28, -0.33, 0.43], [-0.06, 0.16, -0.13], [0.04, -0.02, 0.00], [-0.18, -0.06, -0.07], [0.47, 1.47, 0.08], [-1.02, -0.30, -0.39], [0.29, -1.09, -0.18], [-0.33, 0.29, -0.06], [0.01, -0.09, 0.14], [0.19, -0.01, -0.03], [-0.02, -0.20, -0.10], [-0.22, 0.49, 0.28], [-0.08, -0.11, -0.01], [0.75, -0.26, 0.05], [0.11, 1.34, 0.64], [-0.05, -0.30, 0.07], [0.07, -0.02, -0.05], [-0.13, -0.05, 0.17], [0.49, 0.06, -0.50], [-0.09, -0.14, 0.05], [-0.90, -0.23, 0.27], [0.05, -0.07, -0.02], [0.05, -0.08, 0.08], [-0.07, -0.06, 0.05], [0.04, -0.05, 0.06], [0.05, -0.04, 0.05], [0.10, -0.04, 0.05], [0.05, 0.08, -0.04], [-0.05, 0.04, 0.11], [-0.13, 0.05, 0.01], [-0.10, 0.03, -0.04], [-0.05, -0.10, 0.02], [-0.06, 0.00, -0.06], [0.02, 0.07, -0.06], [0.10, 0.01, -0.10], [0.04, -0.05, -0.08], [-0.03, -0.03, 0.00], [-0.11, 0.02, -0.11], [0.04, -0.13, -0.06], [0.28, 0.38, -0.11], [0.03, 0.03, -0.18], [-0.26, -0.22, 0.63], [0.23, 0.13, -0.14], [0.22, 0.11, -0.20], [-0.33, -0.17, 0.24], [0.38, 0.25, -0.85], [0.52, 0.57, 0.80], [0.10, 0.08, -0.07], [0.00, 0.00, 0.09], [-0.10, -0.04, -0.06], [-0.04, -0.08, -0.12], [-0.28, 0.13, -0.02], [0.18, -0.10, -0.21], [-0.07, 0.01, 0.16], [-0.23, 0.20, -0.02], [0.06, -0.59, 0.44], [0.21, -0.06, -0.15], [-0.12, 0.16, 0.09], [-0.01, 0.11, -0.18], [0.16, -0.16, 0.02]],
  "lowdin_spin": [1.551, 0.000, 0.011, 0.012, -0.002, 0.033, 0.068, 0.131, 0.824, 0.472, 0.062, 0.015, 0.001, 0.027, -0.001, 0.175, 0.220, 0.037, 0.001, 0.016, 0.014, 0.002, 0.173, 0.000, 0.001, 0.000, 0.001, 0.000, 0.009, 0.001, 0.004, 0.002, 0.000, 0.000, -0.001, 0.004, 0.001, 0.002, 0.000, 0.000, 0.002, 0.267, 0.067, -0.031, 0.057, -0.025, 0.044, 0.049, 0.569, -0.001, 0.004, -0.002, 0.004, 0.006, 0.008, 0.004, 0.010, 0.104, 0.000, 0.001, 0.001, 0.000]
}

---

{
  "formula": "C26H27AsInN2O7SSeSi",
  "method": "the ωB97M-V functional and the def2-TZVPD basis",
  "homo_lumo_gap_ev": 7.684,
  "charge": -1,
  "symbols": ["In", "O", "As", "O", "O", "C", "C", "C", "C", "C", "C", "S", "O", "O", "O", "H", "H", "H", "H", "H", "C", "Si", "C", "C", "N", "C", "C", "C", "C", "C", "C", "O", "C", "C", "C", "C", "C", "C", "H", "H", "H", "H", "H", "H", "H", "H", "H", "H", "H", "H", "H", "H", "H", "H", "H", "H", "Se", "C", "C", "C", "N", "C", "C", "H", "H", "H", "H"],
  "positions_angstrom": [[-0.569, -1.008, -0.152], [-0.686, 1.156, 3.346], [0.048, -0.332, 2.676], [0.687, 0.064, 1.149], [-1.298, -1.214, 2.262], [1.511, -0.342, 3.952], [1.521, 0.588, 4.987], [2.616, 0.654, 5.838], [3.694, -0.201, 5.662], [3.680, -1.131, 4.633], [2.587, -1.201, 3.786], [2.558, -2.460, 2.483], [1.026, -2.589, 2.496], [3.235, -3.617, 3.110], [-0.252, -3.169, 0.328], [-1.629, 1.096, 3.153], [0.681, 1.253, 5.120], [2.620, 1.377, 6.644], [4.541, -0.152, 6.336], [4.488, -1.838, 4.495], [1.716, -3.895, -3.265], [1.689, -2.828, -1.705], [0.714, -3.894, -0.466], [3.465, -2.489, -1.213], [0.755, -1.379, -1.798], [1.090, -0.355, -2.661], [1.958, -0.514, -3.755], [2.296, 0.532, -4.600], [1.782, 1.802, -4.390], [0.924, 2.004, -3.317], [0.582, 0.950, -2.496], [-0.226, 1.142, -1.379], [-1.084, 2.229, -1.344], [-0.917, 3.131, -0.311], [-1.806, 4.192, -0.196], [-2.845, 4.334, -1.103], [-2.992, 3.416, -2.137], [-2.109, 2.357, -2.267], [1.754, -4.952, -2.983], [2.582, -3.699, -3.901], [0.812, -3.745, -3.860], [1.380, -4.442, 0.207], [0.150, -4.641, -1.033], [0.145, -3.066, 1.247], [3.862, -3.278, -0.570], [3.534, -1.552, -0.659], [4.100, -2.421, -2.100], [2.376, -1.494, -3.946], [2.970, 0.346, -5.427], [2.044, 2.626, -5.041], [0.513, 2.985, -3.116], [-0.113, 2.975, 0.398], [-1.694, 4.898, 0.617], [-3.550, 5.148, -0.997], [-3.813, 3.514, -2.837], [-2.219, 1.619, -3.050], [-3.006, -1.208, -0.921], [-3.979, 0.228, -0.144], [-5.286, 0.451, -0.578], [-6.025, 1.471, -0.006], [-5.569, 2.283, 0.948], [-4.318, 2.067, 1.348], [-3.497, 1.069, 0.848], [-5.721, -0.166, -1.355], [-7.044, 1.648, -0.337], [-3.943, 2.733, 2.120], [-2.496, 0.935, 1.228]],
  "atomic_forces_ev_per_a": [[-0.11, -0.04, 0.16], [-0.03, 0.04, -0.08], [0.17, 0.08, -0.15], [0.03, 0.08, 0.09], [-0.03, 0.00, 0.00], [-0.09, -0.04, 0.05], [0.01, -0.01, 0.01], [-0.01, 0.00, 0.00], [0.00, -0.01, 0.00], [-0.01, 0.01, 0.02], [0.05, 0.04, 0.03], [0.05, -0.05, -0.05], [-0.11, -0.12, -0.17], [-0.02, 0.02, 0.00], [0.24, 0.13, 0.11], [-0.02, -0.05, 0.02], [0.00, 0.00, -0.01], [0.00, 0.00, 0.00], [0.00, 0.00, 0.00], [0.00, 0.00, 0.00], [0.01, 0.02, 0.00], [-0.09, -0.01, -0.11], [-0.06, -0.01, 0.00], [-0.01, -0.04, 0.03], [-0.02, 0.02, -0.01], [0.02, 0.00, -0.01], [-0.03, 0.00, 0.06], [0.00, 0.07, -0.02], [0.04, -0.07, -0.04], [-0.05, -0.01, -0.02], [0.03, 0.09, 0.08], [-0.10, -0.14, -0.12], [0.06, -0.03, 0.07], [0.02, 0.05, 0.04], [-0.02, -0.04, 0.03], [0.00, -0.01, -0.02], [-0.03, 0.02, 0.01], [-0.02, -0.06, 0.04], [0.02, 0.00, 0.00], [-0.02, 0.00, -0.01], [-0.01, 0.00, 0.02], [0.00, 0.00, 0.01], [0.01, -0.02, 0.02], [-0.01, 0.03, 0.07], [0.00, -0.02, -0.02], [0.00, 0.00, 0.02], [0.02, 0.04, 0.03], [-0.01, 0.00, -0.01], [0.00, 0.00, 0.00], [0.01, 0.00, 0.00], [0.02, -0.01, -0.01], [0.00, -0.02, 0.00], [0.00, 0.00, 0.00], [0.00, 0.00, -0.01], [0.00, 0.00, 0.00], [0.00, -0.01, 0.00], [0.00, 0.06, -0.17], [-0.01, -0.07, -0.02], [-0.01, -0.01, -0.01], [0.01, 0.01, -0.01], [0.01, 0.00, -0.02], [0.02, 0.04, 0.01], [0.02, 0.00, 0.01], [0.00, 0.00, 0.01], [0.00, 0.00, 0.00], [0.01, -0.01, -0.01], [0.05, 0.04, 0.04]],
  "mulliken_charge": [1.685, -0.737, 1.449, -0.642, -0.738, -0.168, -0.587, -0.570, -0.473, -0.689, 0.094, 0.952, -0.869, -0.805, -0.650, 0.321, 0.432, 0.369, 0.367, 0.433, -1.339, -0.008, -0.535, -1.037, 0.112, 0.053, -0.359, -1.033, -0.741, -0.885, 0.829, 0.235, -0.091, -0.314, -0.670, -0.498, -0.830, 0.340, 0.405, 0.413, 0.357, 0.458, 0.271, 0.548, 0.421, 0.275, 0.332, 0.281, 0.380, 0.381, 0.453, 0.411, 0.409, 0.396, 0.373, 0.436, -0.080, 0.018, -0.545, -0.467, -0.666, -0.179, 0.907, 0.387, 0.344, 0.373, -0.494]
}

---

Number 1: total energy -2167.148691 hartree. Number 2: total energy -7158.385237 hartree.